(1)
{"formula": "H4P2S2", "method": "wB97M-V/def2-TZVPD", "e_tot_ha": -1481.44864, "smiles": "[PH2]#S#[PH]S", "total_charge": 0, "largest_force_ev_per_a": 3.65, "homo_energy_ev": -9.006, "symbols": ["P", "S", "P", "S", "H", "H", "H", "H"], "xyz": [[-0.171, -1.404, 0.937], [1.315, -0.603, -0.321], [0.833, 1.590, 0.311], [-0.450, 2.506, -1.026], [-0.403, -2.397, -0.140], [0.360, -2.414, 1.655], [2.104, 1.943, -0.474], [-1.384, 1.761, -0.422]], "nbo_charge": [0.184, -0.375, 0.350, -0.261, -0.005, -0.033, -0.003, 0.143]}

***

(2)
{"formula": "H4S2Si", "method": "wB97M-V/def2-TZVPD", "e_tot_ha": -1088.25326, "total_charge": 0, "largest_force_ev_per_a": 2.01, "homo_energy_ev": -9.403, "symbols": ["Si", "S", "S", "H", "H", "H", "H"], "xyz": [[0.967, -0.312, 0.701], [1.976, 1.097, -0.261], [0.000, -1.939, -0.299], [0.655, -0.574, 2.086], [-2.367, 1.692, -0.444], [-1.611, 1.642, -0.260], [0.380, -1.605, -1.522]], "nbo_charge": [1.015, -0.615, -0.401, -0.171, 0.008, -0.009, 0.173]}

***

(3)
{"formula": "H4S2Si", "method": "wB97M-V/def2-TZVPD", "e_tot_ha": -1088.07431, "total_charge": 0, "largest_force_ev_per_a": 0.76, "homo_energy_ev": [-6.632, -6.001], "symbols": ["Si", "S", "S", "H", "H", "H", "H"], "xyz": [[2.129, 0.233, -0.268], [-3.116, -0.793, -0.133], [-2.140, 0.932, 0.002], [1.856, 1.385, -1.095], [2.029, 0.329, 1.173], [2.567, -1.016, -0.858], [-3.324, -1.070, 1.179]], "nbo_charge": [0.762, -0.059, -0.383, -0.136, -0.141, -0.147, 0.104]}

***

(4)
{"formula": "H4S4", "method": "wB97M-V/def2-TZVPD", "e_tot_ha": -1595.10788, "smiles": "SS.SS", "total_charge": 0, "largest_force_ev_per_a": 0.31, "homo_energy_ev": -8.571, "symbols": ["S", "S", "H", "H", "S", "S", "H", "H"], "xyz": [[1.477, 0.721, 2.848], [2.350, 0.836, 0.942], [1.660, 2.022, 3.048], [2.368, -0.489, 0.766], [-2.181, 0.214, -2.256], [-1.687, -1.760, -1.752], [-1.056, 0.674, -1.696], [-2.930, -2.218, -1.900]], "nbo_charge": [-0.127, -0.141, 0.133, 0.137, -0.134, -0.139, 0.138, 0.134]}

***

(5)
{"formula": "H50O25", "method": "wB97M-V/def2-TZVPD", "e_tot_ha": -1911.01453, "total_charge": 0, "largest_force_ev_per_a": 1.23, "homo_energy_ev": -9.622, "symbols": ["O", "H", "H", "O", "H", "H", "O", "H", "H", "O", "H", "H", "O", "H", "H", "O", "H", "H", "O", "H", "H", "O", "H", "H", "O", "H", "H", "O", "H", "H", "O", "H", "H", "O", "H", "H", "O", "H", "H", "O", "H", "H", "O", "H", "H", "O", "H", "H", "O", "H", "H", "O", "H", "H", "O", "H", "H", "O", "H", "H", "O", "H", "H", "O", "H", "H", "O", "H", "H", "O", "H", "H", "O", "H", "H"], "xyz": [[5.329, -19.778, -2.082], [5.690, -20.654, -1.952], [4.649, -19.696, -1.413], [4.838, -13.106, -4.497], [4.749, -12.695, -3.637], [3.964, -13.044, -4.884], [10.454, -13.087, 1.646], [10.582, -13.838, 1.066], [11.339, -12.825, 1.898], [7.849, -16.731, 2.790], [8.087, -17.570, 3.183], [8.228, -16.762, 1.911], [4.996, -16.694, -2.653], [5.031, -17.496, -3.175], [5.272, -16.003, -3.256], [10.033, -13.514, -2.144], [10.462, -12.676, -1.972], [10.175, -13.670, -3.078], [4.709, -17.081, 2.335], [4.581, -16.136, 2.252], [5.206, -17.326, 1.555], [6.016, -19.696, -4.907], [5.486, -19.459, -4.147], [6.588, -20.396, -4.592], [7.784, -13.935, 2.486], [8.676, -13.998, 2.145], [7.571, -14.825, 2.766], [1.615, -16.187, 3.344], [2.015, -16.126, 2.477], [0.715, -15.886, 3.215], [1.940, -16.229, 0.555], [2.828, -16.579, 0.489], [1.625, -16.201, -0.348], [6.814, -14.927, -4.150], [6.339, -14.137, -4.409], [7.680, -14.826, -4.545], [6.859, -12.326, 4.660], [6.102, -12.550, 5.201], [6.841, -12.964, 3.947], [6.000, -16.307, -0.221], [6.512, -15.498, -0.245], [5.728, -16.445, -1.128], [5.814, -12.262, -1.679], [6.149, -11.503, -1.201], [6.369, -12.989, -1.393], [9.980, -19.237, -1.701], [10.655, -19.048, -1.048], [9.295, -18.589, -1.532], [8.952, -16.814, 0.161], [9.611, -16.210, -0.180], [8.180, -16.659, -0.383], [4.746, -14.094, 2.714], [4.004, -13.504, 2.582], [5.476, -13.665, 2.267], [1.799, -18.838, -1.786], [1.649, -19.499, -2.462], [2.205, -19.319, -1.065], [11.329, -15.327, -0.288], [11.366, -14.712, -1.020], [12.183, -15.758, -0.293], [8.937, -11.076, 1.206], [9.424, -11.900, 1.203], [8.715, -10.931, 2.126], [7.613, -14.390, -1.325], [7.371, -14.462, -2.249], [8.533, -14.125, -1.338], [5.383, -17.869, 4.885], [5.123, -17.485, 4.048], [5.590, -17.116, 5.440], [1.329, -15.953, -2.007], [1.446, -16.902, -2.046], [1.820, -15.620, -2.758], [4.610, -16.258, -5.799], [3.748, -15.896, -6.008], [5.132, -15.499, -5.538]], "lowdin_charge": [-0.029, 0.056, 0.038, -0.031, 0.030, 0.061, -0.024, 0.027, 0.084, -0.044, 0.055, -0.012, -0.024, 0.034, 0.009, -0.015, 0.081, 0.075, -0.047, 0.004, 0.018, -0.053, -0.019, 0.027, -0.040, 0.010, 0.012, -0.064, -0.032, 0.023, -0.047, 0.025, -0.025, -0.035, 0.005, 0.069, -0.064, 0.027, -0.034, -0.049, -0.001, -0.022, -0.040, 0.045, -0.012, -0.057, 0.024, 0.003, -0.037, -0.002, 0.015, -0.025, 0.056, 0.019, -0.023, 0.054, 0.047, -0.028, 0.022, 0.071, -0.075, -0.059, 0.031, -0.047, 0.021, 0.014, -0.071, -0.035, 0.022, -0.035, 0.001, 0.051, -0.034, 0.035, -0.014]}

***

(6)
{"formula": "H52O26", "method": "wB97M-V/def2-TZVPD", "e_tot_ha": -1987.51484, "total_charge": 0, "largest_force_ev_per_a": 3.52, "homo_energy_ev": -10.876, "symbols": ["O", "H", "H", "O", "H", "H", "O", "H", "H", "O", "H", "H", "O", "H", "H", "O", "H", "H", "O", "H", "H", "O", "H", "H", "O", "H", "H", "O", "H", "H", "O", "H", "H", "O", "H", "H", "O", "H", "H", "O", "H", "H", "O", "H", "H", "O", "H", "H", "O", "H", "H", "O", "H", "H", "O", "H", "H", "O", "H", "H", "O", "H", "H", "O", "H", "H", "O", "H", "H", "O", "H", "H", "O", "H", "H", "O", "H", "H"], "xyz": [[0.349, -2.321, -2.561], [-0.275, -2.407, -3.294], [-0.059, -1.787, -1.836], [2.460, 1.291, 3.543], [2.829, 1.267, 2.649], [1.847, 2.009, 3.412], [1.479, -1.256, 2.509], [2.406, -1.515, 2.442], [1.534, -0.392, 2.958], [-0.135, 3.012, 2.732], [-0.810, 2.908, 3.368], [-0.593, 3.084, 1.907], [-3.063, -3.304, -1.581], [-3.791, -3.713, -1.075], [-2.447, -3.199, -0.856], [0.022, -1.082, -0.164], [0.124, -0.182, 0.201], [0.664, -1.615, 0.226], [0.566, -3.756, 1.898], [1.293, -3.961, 1.246], [0.925, -3.182, 2.592], [3.950, -1.761, 1.385], [3.878, -2.301, 0.594], [4.863, -2.019, 1.630], [-2.457, 2.870, 4.283], [-3.171, 2.196, 4.084], [-2.701, 3.226, 5.132], [3.287, 3.715, -2.005], [4.130, 3.437, -2.387], [2.771, 2.931, -2.241], [-1.783, -2.914, 0.717], [-1.211, -3.501, 1.255], [-1.149, -2.160, 0.566], [-4.051, 0.545, 4.294], [-3.585, 0.202, 5.115], [-3.748, -0.104, 3.643], [-1.890, -1.101, 3.461], [-1.104, -1.198, 2.877], [-1.505, -0.620, 4.203], [1.601, 1.052, -2.393], [1.930, 0.852, -1.454], [2.148, 0.566, -3.004], [-3.046, 0.509, -0.152], [-3.539, -0.295, -0.371], [-3.681, 1.198, 0.106], [3.842, -2.775, -1.140], [3.160, -3.449, -1.174], [3.724, -2.179, -1.920], [2.793, 3.728, 1.609], [3.467, 3.878, 0.901], [1.984, 4.282, 1.432], [-0.737, 1.528, -0.182], [-1.626, 1.149, -0.351], [-0.238, 1.504, -0.959], [-1.881, -2.180, -4.004], [-2.721, -1.900, -4.380], [-2.132, -2.658, -3.185], [1.290, 5.449, -0.341], [1.909, 5.253, -1.052], [0.598, 5.999, -0.765], [-1.721, 0.988, -3.230], [-2.026, 0.888, -2.311], [-0.801, 1.256, -3.235], [2.338, 0.671, 0.339], [3.027, 0.111, 0.761], [2.562, 1.584, 0.643], [-4.327, 2.651, 0.900], [-3.771, 3.166, 1.504], [-5.154, 3.076, 0.803], [1.469, -4.317, -1.085], [0.759, -3.677, -1.354], [1.243, -5.124, -1.508], [3.063, -1.177, -3.362], [2.150, -1.493, -3.198], [3.072, -1.349, -4.385], [-3.928, -0.181, -5.108], [-3.331, -0.104, -5.858], [-3.319, 0.178, -4.453]], "lowdin_charge": [-0.071, 0.018, 0.038, -0.043, 0.011, 0.007, -0.076, 0.007, 0.030, -0.022, -0.038, 0.012, -0.070, 0.064, -0.033, -0.039, 0.045, 0.006, -0.076, 0.058, 0.028, -0.060, -0.004, 0.084, -0.071, 0.034, 0.042, -0.054, 0.048, 0.009, -0.092, 0.034, 0.014, -0.081, 0.085, 0.027, -0.056, 0.039, 0.043, -0.077, 0.041, 0.000, -0.038, 0.084, 0.021, -0.067, 0.000, 0.031, -0.086, 0.054, 0.042, -0.040, -0.023, -0.026, -0.074, 0.025, 0.017, -0.064, 0.006, 0.060, -0.038, 0.025, 0.023, -0.058, 0.045, 0.053, -0.011, 0.069, 0.041, -0.051, 0.038, 0.042, -0.100, 0.022, 0.134, -0.057, 0.044, -0.005]}

***

(7)
{"formula": "H5N2OP", "method": "wB97M-V/def2-TZVPD", "e_tot_ha": -529.12231, "total_charge": 0, "largest_force_ev_per_a": 4.75, "homo_energy_ev": -10.192, "symbols": ["N", "N", "O", "P", "H", "H", "H", "H", "H"], "xyz": [[-0.058, 0.068, 1.189], [0.166, 0.796, -1.129], [1.618, -1.271, -0.107], [0.398, -0.527, -0.238], [-0.992, 0.551, 1.176], [0.142, -0.474, 1.964], [0.362, 1.624, -0.636], [-0.723, 0.810, -1.530], [-0.913, -1.577, -0.689]], "nbo_charge": [-1.221, -1.195, -1.077, 2.080, 0.395, 0.402, 0.402, 0.400, -0.187]}

***

(8)
{"formula": "H5N2P", "method": "wB97M-V/def2-TZVPD", "e_tot_ha": -453.73686, "smiles": "[H]/N=N\\[H].P", "total_charge": 0, "largest_force_ev_per_a": 3.55, "homo_energy_ev": -9.283, "symbols": ["H", "N", "N", "H", "P", "H", "H", "H"], "xyz": [[1.298, -0.845, -0.302], [1.256, 0.079, -0.036], [1.592, 0.406, 1.084], [1.821, -0.371, 1.794], [-1.960, 0.170, -0.248], [-1.051, -0.902, -0.728], [-2.211, 0.611, -1.620], [-0.744, 0.853, 0.057]], "nbo_charge": [0.298, -0.294, -0.273, 0.272, -0.010, -0.022, 0.005, 0.024]}

***

(9)
{"formula": "H5N2PS2", "method": "wB97M-V/def2-TZVPD", "e_tot_ha": -1250.24410, "total_charge": 0, "largest_force_ev_per_a": 2.72, "homo_energy_ev": -9.534, "symbols": ["N", "N", "P", "S", "S", "H", "H", "H", "H", "H"], "xyz": [[-2.426, -1.464, -1.889], [-1.162, -0.932, 0.292], [-1.499, -0.406, -1.227], [-0.221, 0.841, -2.018], [3.458, 0.017, 0.091], [-2.465, -1.331, -2.898], [-0.774, -0.153, 0.843], [-1.969, -1.427, 0.650], [2.781, 1.213, 0.310], [2.268, -0.604, 0.322]], "nbo_charge": [-1.180, -1.143, 1.601, -0.508, -0.297, 0.392, 0.417, 0.421, 0.153, 0.144]}